This record from the OMol25 dataset describes 10 unconnected molecules or ions with the total composition C28H78N2O14 in a non-equilibrium geometry. The level of theory is wB97M-V/def2-TZVPD.

Each line ends with the Löwdin charge.
CARTESIAN COORDINATES (ANGSTROEM)
C1 -1.26218 -2.60648 -1.32732  -0.07
O1 -0.65247 -1.85226 -2.34573  -0.18
C2 -0.00572 -0.67507 -1.97522  -0.22
C3 0.69639 -0.16877 -3.24409  -0.16
N1 1.62586 0.93584 -2.87848  -0.02
C4 2.08126 1.50129 -4.11367  -0.22
C5 3.35812 2.33329 -3.96441  -0.40
O2 4.19997 2.49202 -4.85107  -0.08
C6 3.68234 3.22465 -5.97024  -0.05
H1 -0.41001 -3.12832 -0.89933  0.07
H2 -1.96787 -3.34070 -1.68718  0.10
H3 -1.69302 -2.05040 -0.55952  0.03
H4 0.74738 -1.03870 -1.17663  0.13
H5 -0.61491 0.13014 -1.58476  0.09
H6 -0.09292 0.21583 -3.81447  0.09
H7 1.18385 -0.98582 -3.86757  0.14
H8 2.31750 0.50216 -2.27612  0.06
H9 1.41562 2.23099 -4.57749  0.09
H10 2.26694 0.74816 -4.92363  0.14
H11 3.96755 1.75209 -3.29249  0.12
H12 3.17134 3.19182 -3.33863  0.14
H13 3.56703 4.25523 -5.78004  0.08
H14 2.69247 3.00378 -6.36850  0.09
H15 4.28863 3.18834 -6.84816  0.08
C7 4.01895 -6.42617 -5.63361  -0.12
O3 4.07889 -5.00384 -5.53792  -0.19
C8 4.50330 -4.58012 -4.28025  -0.25
C9 4.04747 -3.12819 -4.12771  -0.20
N2 4.60520 -2.59413 -2.88711  -0.08
C10 4.48593 -1.12145 -2.79605  -0.17
C11 3.96575 -0.84470 -1.36634  -0.40
O4 3.76256 0.33890 -1.17532  -0.19
C12 3.30444 0.68114 0.09459  -0.05
H16 3.26348 -6.95186 -5.06686  0.08
H17 4.96805 -6.92314 -5.52392  0.08
H18 3.73458 -6.70419 -6.68599  0.10
H19 5.61203 -4.72156 -4.23430  0.13
H20 4.05256 -5.27597 -3.52292  0.13
H21 2.94487 -3.14651 -4.00069  0.12
H22 4.16439 -2.45865 -4.96072  0.11
H23 5.62640 -2.77320 -2.72653  0.13
H24 3.74386 -0.73128 -3.55220  0.11
H25 5.41054 -0.65223 -3.06280  0.12
H26 4.79090 -1.23891 -0.71167  0.14
H27 3.00093 -1.47232 -1.21950  0.15
H28 4.15129 0.72403 0.78879  0.11
H29 2.58819 -0.09711 0.45582  0.08
H30 2.68117 1.60822 0.15763  0.10
O5 -1.03139 1.74488 4.82110  -0.05
C13 -2.20455 1.81378 5.60920  -0.26
C14 -2.13615 0.94602 6.76720  -0.24
O6 -2.42802 -0.36183 6.35248  -0.04
H31 -1.19816 2.21671 4.03823  0.02
H32 -2.22920 2.91320 5.86162  0.15
H33 -3.04345 1.63117 4.96300  0.10
H34 -2.85336 1.35004 7.45264  0.13
H35 -1.15073 1.11851 7.12436  0.12
H36 -3.29824 -0.36682 5.94532  0.10
O7 0.21438 -1.45643 6.57245  -0.04
C15 1.01065 -0.50042 5.95719  -0.32
C16 1.24561 -0.74538 4.57674  -0.26
O8 2.00862 0.39744 4.25143  -0.06
H37 -0.60955 -0.98131 6.68515  0.03
H38 0.68939 0.46349 6.32763  0.11
H39 2.02310 -0.76520 6.47275  0.16
H40 0.35375 -0.71931 3.93389  0.11
H41 1.84786 -1.69265 4.35142  0.15
H42 1.55800 1.12799 4.57751  0.03
C17 -4.53862 1.33609 -1.00718  -0.11
C18 -5.61597 0.70823 -0.26805  -0.35
O9 -6.47062 1.73357 0.13397  -0.07
H43 -3.73488 1.85745 -0.46495  0.06
H44 -4.77749 2.02663 -1.81397  0.08
H45 -3.94022 0.54178 -1.48529  0.09
H46 -5.32995 0.14574 0.58720  0.09
H47 -6.11948 -0.00367 -0.87026  0.10
H48 -7.15990 1.54099 0.78952  0.10
C19 0.90916 -3.12536 1.62054  -0.10
C20 0.14307 -4.32897 1.48871  -0.37
O10 -1.13664 -3.89801 1.33415  -0.09
H49 1.97037 -3.07274 1.75456  0.08
H50 0.54718 -2.73630 2.59831  0.08
H51 0.79299 -2.33859 0.87969  0.06
H52 0.07065 -5.02874 2.33652  0.13
H53 0.32888 -4.95574 0.55888  0.14
H54 -1.22315 -3.13806 1.91252  0.03
C21 0.24415 1.43104 1.72748  -0.09
C22 -0.32362 1.88059 0.47114  -0.38
O11 -0.84291 3.16328 0.55824  -0.01
H55 -0.54418 1.29584 2.46546  0.05
H56 1.07017 2.08842 2.16477  0.13
H57 0.66394 0.43864 1.39898  0.09
H58 -1.07395 1.18875 0.20353  0.07
H59 0.46489 1.59659 -0.21439  0.08
H60 -0.85729 3.55305 -0.27656  0.04
C23 -2.11021 2.59640 -2.92053  -0.10
C24 -0.88919 3.28447 -3.36966  -0.29
O12 0.09170 3.50108 -2.32448  -0.08
H61 -2.57433 3.05549 -2.03452  0.07
H62 -1.91925 1.52192 -2.67306  0.07
H63 -2.91128 2.61693 -3.67221  0.09
H64 -1.21164 4.31012 -3.71753  0.13
H65 -0.40651 2.86914 -4.20102  0.07
H66 0.65218 2.78761 -2.07183  0.02
C25 -4.84594 3.74571 3.49992  -0.08
C26 -3.90007 3.13446 2.60429  -0.35
O13 -2.60122 3.53801 2.96080  -0.06
H67 -4.68609 3.33091 4.50327  0.08
H68 -5.87173 3.64126 3.32434  0.06
H69 -4.64060 4.80869 3.57022  0.09
H70 -4.20205 3.38434 1.61492  0.11
H71 -3.99369 2.11473 2.72807  0.08
H72 -2.14995 3.66094 2.10554  0.07
C27 -2.59046 -0.78596 1.61262  -0.10
C28 -3.12672 -1.02550 2.93054  -0.31
O14 -2.88827 -2.42414 3.11674  -0.06
H73 -2.72351 0.25963 1.38963  0.07
H74 -3.05722 -1.37005 0.79904  0.10
H75 -1.56282 -1.02411 1.57600  0.06
H76 -4.20680 -0.78647 2.98975  0.12
H77 -2.68844 -0.47211 3.73233  0.08
H78 -3.33994 -2.67380 3.94233  0.10

Output
* gap between HOMO and LUMO: 9.065 eV
* charge: 0
* total energy: -61934.29965 eV
* energy relative to the best compared isomer or geometry (same formula, charge and spin): 116.10 kcal per mole
* structure (SMILES): COCCNCCOC.COCCNCCOC.OCCO.OCCO.CCO.CCO.CCO.CCO.CCO.CCO
* lowest unoccupied orbital energy: 0.2 eV
* HOMO level: -8.9 eV

=====

This record from the OMol25 dataset describes 9 unconnected molecules or ions with the total composition C28H78N4O10 in a non-equilibrium geometry. The level of theory is wB97M-V/def2-TZVPD.

Each line ends with the Löwdin charge.
CARTESIAN COORDINATES (ANGSTROEM)
C1 -1.16921 6.53209 -7.81912  -0.09
O1 -2.25989 5.59576 -7.58974  -0.19
C2 -2.17037 4.81709 -6.34976  -0.17
C3 -3.55370 4.79592 -5.67194  -0.43
C4 -4.09053 6.09408 -5.08637  -0.07
N1 -3.60914 3.67961 -4.69614  0.03
H1 -1.25354 7.00763 -8.79628  0.08
H2 -0.20516 6.02387 -7.79862  0.08
H3 -1.06682 7.22703 -6.98565  0.08
H4 -1.68669 3.84040 -6.36470  0.12
H5 -1.61948 5.42206 -5.62961  0.11
H6 -4.32044 4.56747 -6.41221  0.13
H7 -4.30158 6.96427 -5.70792  0.08
H8 -3.40051 6.44853 -4.32064  0.07
H9 -5.05004 5.83905 -4.63647  0.07
H10 -4.40214 3.85710 -4.09636  0.06
H11 -2.84215 3.53334 -4.05549  0.06
C5 2.86148 -2.15888 -6.74747  -0.12
O2 3.05495 -0.90557 -6.16670  -0.20
C6 3.64565 -0.89559 -4.88102  -0.22
C7 4.17243 0.47598 -4.54621  -0.40
C8 3.00164 1.52950 -4.70497  -0.05
N2 5.30849 0.92738 -5.39464  0.03
H12 2.22284 -2.91427 -6.28961  0.09
H13 3.85354 -2.59010 -6.88148  0.08
H14 2.50518 -1.91345 -7.74792  0.09
H15 2.81728 -1.17120 -4.22838  0.13
H16 4.47517 -1.60048 -4.82499  0.12
H17 4.65410 0.47055 -3.56842  0.13
H18 2.02896 1.22859 -4.31579  0.07
H19 2.90630 1.67629 -5.78082  0.07
H20 3.39149 2.45662 -4.28478  0.06
H21 5.43057 1.82220 -4.94244  0.05
H22 5.06803 1.17507 -6.34381  0.06
C9 1.06978 -9.02555 -4.28141  -0.12
O3 0.34748 -7.97062 -3.67297  -0.23
C10 0.06428 -8.30213 -2.19836  -0.12
C11 1.36201 -8.16645 -1.31585  -0.47
C12 1.12072 -8.28114 0.21384  -0.05
N3 2.00016 -6.94743 -1.59222  0.03
H23 2.05295 -9.06861 -3.81275  0.08
H24 0.87486 -8.76815 -5.32249  0.10
H25 0.48141 -9.92312 -4.09095  0.08
H26 -0.65283 -7.57961 -1.80871  0.11
H27 -0.36260 -9.28412 -1.99447  0.11
H28 2.00111 -9.02938 -1.50295  0.12
H29 1.63814 -9.12872 0.66327  0.07
H30 0.04633 -8.37769 0.37029  0.06
H31 1.36060 -7.40391 0.81468  0.07
H32 1.42053 -6.14639 -1.38619  0.08
H33 2.22610 -6.94386 -2.57662  0.07
C13 3.30586 -0.55299 6.40507  -0.12
O4 3.42686 0.66063 5.71301  -0.19
C14 4.33907 1.60297 6.30342  -0.22
C15 5.65091 1.52673 5.62460  -0.25
N4 5.56410 1.92910 4.21728  -0.04
C16 6.68641 1.63903 3.34343  -0.20
C17 6.99653 0.13903 3.23485  -0.20
O5 5.88332 -0.49511 2.52598  -0.20
C18 6.03632 -1.88876 2.36257  -0.12
H34 4.24946 -1.09862 6.40257  0.08
H35 2.65173 -1.26293 5.89889  0.08
H36 2.83084 -0.35940 7.36682  0.09
H37 4.39818 1.44574 7.38040  0.13
H38 4.06544 2.62464 6.03994  0.12
H39 6.00431 0.52868 5.88364  0.11
H40 6.19428 2.23688 6.24792  0.12
H41 4.76277 1.39081 3.92028  0.10
H42 7.58152 2.07153 3.79044  0.11
H43 6.56644 2.13610 2.38082  0.12
H44 7.19064 -0.38850 4.16873  0.11
H45 7.92083 0.08242 2.65990  0.11
H46 6.19077 -2.06087 1.29738  0.08
H47 5.04685 -2.34586 2.35178  0.08
H48 6.71717 -2.30625 3.10435  0.09
C19 1.94112 7.11598 -0.45135  -0.09
C20 1.25585 5.84078 0.05606  -0.33
O6 0.33511 6.16817 1.07608  -0.08
H49 2.36320 7.85085 0.23414  0.08
H50 1.29445 7.63399 -1.15958  0.07
H51 2.77259 6.66120 -0.98981  0.07
H52 2.03660 5.12470 0.31252  0.11
H53 0.68792 5.38540 -0.75522  0.10
H54 -0.11030 6.91729 0.67355  0.07
C21 -5.89119 0.58030 8.05027  -0.10
C22 -5.51692 -0.13525 6.74881  -0.33
O7 -4.24516 0.15832 6.19525  -0.07
H55 -6.06317 1.65657 8.03708  0.07
H56 -5.07491 0.34723 8.73399  0.07
H57 -6.76270 0.11225 8.50797  0.07
H58 -6.33000 0.17172 6.09096  0.10
H59 -5.45321 -1.20089 6.96891  0.11
H60 -4.30442 1.06997 5.90033  0.08
C23 -0.92296 -0.13258 1.05897  -0.10
C24 -0.63611 -1.51390 1.51245  -0.34
O8 -1.80875 -2.26422 1.88741  -0.08
H61 -1.67516 0.03532 0.28819  0.08
H62 0.08250 0.20509 0.80770  0.08
H63 -1.15852 0.39339 1.98416  0.07
H64 0.09385 -1.53771 2.32160  0.11
H65 -0.22034 -2.01924 0.64075  0.11
H66 -2.11122 -1.77468 2.65582  0.07
C25 -5.95863 3.43631 2.00794  -0.09
C26 -5.33014 4.68978 2.59999  -0.34
O9 -4.38960 4.25238 3.54959  -0.08
H67 -6.90992 3.74697 1.57594  0.07
H68 -6.22304 2.57919 2.62723  0.07
H69 -5.17071 3.04898 1.36198  0.07
H70 -6.05510 5.32582 3.10790  0.10
H71 -4.88691 5.26794 1.78921  0.11
H72 -3.56052 4.63210 3.24953  0.08
C27 -8.48678 -5.56151 2.08840  -0.09
C28 -7.10086 -4.94506 2.48259  -0.31
O10 -6.53008 -4.55530 1.22905  -0.08
H73 -9.11165 -4.78480 1.64753  0.07
H74 -8.98599 -6.16917 2.84315  0.06
H75 -8.17857 -6.37482 1.43142  0.06
H76 -6.43737 -5.67618 2.94447  0.10
H77 -7.36188 -4.18266 3.21656  0.10
H78 -5.60832 -4.34601 1.39685  0.08

Output
* gap between HOMO and LUMO: 8.987 eV
* charge: 0
* total energy: -56727.18092 eV
* energy relative to the best compared isomer or geometry (same formula, charge and spin): 141.64 kcal per mole
* structure (SMILES): COC[C@H](C)N.COC[C@H](C)N.COC[C@H](C)N.COCCNCCOC.CCO.CCO.CCO.CCO.CCO
* lowest unoccupied orbital energy: 0.1 eV
* HOMO level: -8.9 eV

=====

Q: What is the lowest unoccupied orbital energy in the second record?
A: 0.1 eV

=====

Q: Look up the energy relative to the best compared isomer or geometry (same formula, charge and spin) of the first one.
A: 116.10 kcal per mole

=====

Q: Among the records above, which one has the highest energy relative to the best compared isomer or geometry (same formula, charge and spin)?
A: C28H78N4O10

=====

Q: Look up the HOMO level of the first one.
A: -8.9 eV